Record 1
This record from the OMol25 dataset describes 2 unconnected molecules or ions with the total composition C4H9NO3. The level of theory is ωB97M-V/def2-TZVPD.

Last column: Löwdin charge in e.
CARTESIAN COORDINATES (ANGSTROEM)
O 0.42557 -0.15553 -1.60610  -0.031
C -0.32792 0.97171 -1.27865  -0.369
N -0.01110 1.54567 -0.09002  0.212
C -0.09900 0.73210 1.05594  -0.197
C 1.13323 -0.20770 1.26414  -0.075
C 0.86274 -1.04103 2.50566  -0.316
O -0.21032 -1.41873 2.86543  0.064
H -0.37065 1.59655 -2.16887  0.135
H -1.36377 0.49440 -1.20821  0.213
H -0.33383 1.23008 1.99154  0.128
H -0.87230 -0.03653 0.93582  0.137
H 0.84555 -1.24488 0.94027  0.144
H 2.09433 0.27147 1.19854  0.124
H 1.77673 -1.45631 2.96879  0.134
H -0.28728 -0.54625 -2.24244  0.030
H -1.99679 -0.52477 -3.83374  -0.037
O -1.26518 -0.21026 -3.29810  -0.297

Cartesian forces (eV/Å) of the 6 atoms listed first:
O -0.86 -0.46 1.08
C 2.79 0.03 -1.02
N -2.32 0.18 0.36
C 0.82 -1.83 -0.11
C -2.15 -0.83 2.08
C 1.50 0.80 1.15

- multiplicity = 1
- largest force on an atom (eV/A) = 3.2
- charge = 0
- energy (Ha) = -437.99525
- HOMO (eV) = -9.02
- HOMO-LUMO gap (eV) = 5.223
- relative energy (zero: lowest compared OMol25 entry of this formula, charge and spin) (kJ/mol) = 876.4

=====

Record 2
This record from the OMol25 dataset describes a molecular structure, C76H70BrGeIrN13O3. The level of theory is ωB97M-V/def2-TZVPD.

Last column: Löwdin charge in e.
CARTESIAN COORDINATES (ANGSTROEM)
Ir 0.17150 0.59302 0.28291  1.410
C -6.04819 0.74391 -3.20776  -0.023
C -4.77244 1.32430 -3.84022  -0.553
C -4.95561 2.83103 -4.08125  -0.027
C -4.51904 0.63488 -5.18065  -0.048
C -3.62603 1.11791 -2.86794  -0.120
C -3.61089 1.76124 -1.62822  0.036
C -2.56644 1.56275 -0.75952  -0.100
N -1.50429 0.78886 -1.03205  -0.024
C -1.51040 0.15681 -2.21060  -0.194
C -2.55211 0.27853 -3.11985  0.077
C -0.35209 -0.71085 -2.46096  -0.212
C -0.02681 -1.08791 -3.75666  0.072
C 1.05593 -1.91215 -4.02211  -0.116
C 1.81687 -2.26766 -2.90994  0.031
C 1.46730 -1.81783 -1.65863  -0.130
N 0.37986 -1.07203 -1.38498  0.037
C 1.41429 -2.39195 -5.41640  -0.544
C 1.56411 -3.91902 -5.39734  -0.032
C 2.75059 -1.74741 -5.81786  -0.013
C 0.34227 -2.01780 -6.44055  -0.043
H -6.89070 0.89461 -3.88227  0.101
H -6.28769 1.22867 -2.26054  0.086
H -5.94577 -0.32814 -3.02879  0.088
H -5.74048 2.98468 -4.82098  0.100
H -4.03957 3.28480 -4.46259  0.098
H -5.25229 3.36006 -3.17554  0.082
H -5.35032 0.84412 -5.85234  0.100
H -4.45404 -0.45066 -5.07987  0.087
H -3.61013 1.00281 -5.66106  0.096
H -4.41733 2.41681 -1.33056  0.128
H -2.57774 2.04174 0.20231  0.071
H -2.52737 -0.30544 -4.02628  0.111
H -0.61357 -0.69571 -4.57164  0.113
H 2.70249 -2.88133 -3.00609  0.130
H 2.10325 -2.08491 -0.83212  0.087
H 2.38557 -4.24317 -4.75839  0.075
H 1.76978 -4.27278 -6.40735  0.101
H 0.64626 -4.39953 -5.05175  0.089
H 3.55482 -2.02661 -5.13503  0.091
H 2.67716 -0.65931 -5.82483  0.070
H 3.02864 -2.07860 -6.81855  0.104
H -0.63538 -2.42547 -6.17326  0.095
H 0.61416 -2.43155 -7.41061  0.100
H 0.25394 -0.93676 -6.56542  0.090
C -0.22089 6.11113 1.31395  -0.040
N 0.25014 4.74536 1.03393  -0.076
C -0.44225 3.66427 0.70556  -0.103
N 0.38394 2.61664 0.66345  -0.075
C 1.59193 3.15550 1.02815  -0.231
N 1.53591 4.43298 1.25170  0.194
C 0.22914 6.51853 2.69274  -0.214
C 1.05519 7.60835 2.92113  -0.010
C 1.49750 7.88159 4.21197  -0.031
C 1.14229 7.06309 5.27178  0.015
C 0.30696 5.97307 5.04007  -0.122
C -0.15398 5.72045 3.75564  0.000
C -0.08050 5.04442 6.09940  -0.292
N 0.34143 4.90163 7.30571  0.147
N -0.31538 3.78979 7.82277  0.147
C -1.08190 3.35324 6.88820  -0.302
O -0.99582 4.09999 5.75692  0.048
C -1.95197 2.18144 6.81714  -0.127
C -2.13066 1.31878 7.89515  0.013
C -2.93304 0.19882 7.74418  -0.036
C -3.54165 -0.08279 6.52566  -0.015
C -3.38128 0.78917 5.45775  -0.203
C -4.00467 0.54036 4.10846  -0.044
N -2.99316 0.17765 3.10179  -0.071
C -2.20209 0.95496 2.37809  -0.167
N -1.38739 0.19364 1.64427  -0.078
C -1.75207 -1.06715 1.99232  -0.186
N -2.71246 -1.11882 2.87204  0.177
C -2.59622 1.91895 5.61437  -0.005
H -1.30854 6.08521 1.23683  0.138
H 0.17162 6.77359 0.54410  0.134
H -1.48502 3.67990 0.45293  0.130
H 2.50251 2.59582 1.13586  0.125
H 1.35989 8.24553 2.10035  0.121
H 2.14052 8.73292 4.38648  0.120
H 1.50681 7.25485 6.27180  0.130
H -0.80195 4.86940 3.58313  0.103
H -1.64113 1.53094 8.83603  0.130
H -3.08819 -0.46393 8.58413  0.119
H -4.14489 -0.97549 6.41622  0.120
H -4.51901 1.42946 3.74390  0.140
H -4.70251 -0.29271 4.13045  0.134
H -2.22244 2.02995 2.40926  0.121
H -1.30350 -1.94693 1.57472  0.062
H -2.47847 2.61446 4.79281  0.105
Br 0.58126 2.02896 3.75375  0.963
C 1.65164 0.59840 3.10352  -0.675
C 2.48532 0.06340 4.03002  -0.134
C 3.29990 -1.04457 3.65611  -0.057
C 3.29099 -1.47881 2.38651  -0.044
C 2.51220 -0.75516 1.38301  -0.286
N 1.54489 0.15816 1.80766  -0.129
H 2.50602 0.46156 5.03159  0.101
H 3.90551 -1.53698 4.40570  0.127
H 3.88891 -2.31536 2.05234  0.118
H 2.07466 -1.42467 0.65630  0.073
C 2.72499 -6.53453 -2.31260  -0.030
C 3.24187 -5.93232 -1.17019  -0.045
C 2.40426 -5.20717 -0.34207  -0.103
C 1.04897 -5.06294 -0.67101  -0.327
C 0.53876 -5.66552 -1.82845  -0.088
C 1.37817 -6.41351 -2.63438  -0.057
Ge -0.08705 -4.19548 0.56035  1.273
C -1.90416 -3.89419 0.10905  -0.329
C -2.86339 -4.12379 1.10158  -0.101
C -4.20865 -3.99464 0.79830  -0.043
C -4.59578 -3.61236 -0.47889  -0.032
C -3.64661 -3.37859 -1.46949  -0.054
C -2.30158 -3.52214 -1.18172  -0.108
C 0.42131 -4.32770 2.39713  -0.307
C 0.57189 -5.66436 2.79480  -0.098
C 0.81131 -5.96234 4.12733  -0.043
C 0.91476 -4.93757 5.05694  -0.034
C 0.78746 -3.61273 4.66116  -0.049
C 0.54251 -3.30190 3.33381  -0.108
H 3.37639 -7.11687 -2.95115  0.125
H 4.28802 -6.04773 -0.92156  0.121
H 2.79367 -4.77076 0.57198  0.105
H -0.51294 -5.58555 -2.07507  0.103
H 0.98548 -6.91266 -3.50970  0.122
H -2.56327 -4.41198 2.10303  0.114
H -4.95363 -4.19162 1.55662  0.122
H -5.64775 -3.50265 -0.70715  0.121
H -3.96137 -3.09970 -2.46640  0.112
H -1.56197 -3.35064 -1.95730  0.094
H 0.50349 -6.47459 2.07610  0.111
H 0.92406 -6.99288 4.43465  0.123
H 1.10107 -5.17456 6.09575  0.123
H 0.87466 -2.81688 5.38895  0.118
H 0.46978 -2.26119 3.04498  0.076
O 3.62679 0.01006 0.45963  0.098
C 3.18385 0.73153 -0.51396  -0.418
N 4.00799 1.33002 -1.36231  0.208
C 3.28368 2.20912 -2.28201  -0.230
C 1.85071 1.81510 -1.91423  -0.385
O 0.81953 2.17219 -2.42415  0.092
N 1.89546 0.97449 -0.80050  0.007
C 3.67363 1.97141 -3.73599  -0.136
C 2.74309 2.10127 -4.76094  -0.031
C 3.14852 1.98680 -6.08378  -0.076
C 4.47700 1.74323 -6.39392  -0.064
C 5.40709 1.61454 -5.37204  -0.051
C 5.00877 1.73722 -4.05054  -0.021
C 3.47834 3.69199 -1.91547  -0.143
C 2.54196 4.62873 -2.34302  -0.026
C 2.72979 5.97389 -2.06843  -0.061
C 3.84846 6.39746 -1.36451  -0.063
C 4.77922 5.46636 -0.93448  -0.053
C 4.59867 4.11851 -1.21322  -0.024
H 5.00558 1.31760 -1.23162  0.162
H 1.70767 2.31117 -4.53439  0.106
H 2.42167 2.10433 -6.87704  0.114
H 4.79192 1.67204 -7.42593  0.116
H 6.44851 1.43758 -5.60394  0.116
H 5.76190 1.66765 -3.27487  0.113
H 1.67197 4.31154 -2.90163  0.112
H 2.00443 6.69653 -2.41886  0.111
H 4.00672 7.44982 -1.17238  0.114
H 5.65513 5.78415 -0.38578  0.116
H 5.35789 3.42256 -0.88016  0.111

Cartesian forces (eV/Å) of the 6 atoms listed first:
Ir 0.19 0.53 -0.05
C 0.02 0.00 0.00
C -0.05 -0.02 -0.02
C 0.03 -0.01 -0.01
C 0.00 0.01 0.02
C -0.01 0.01 0.03

- multiplicity = 1
- largest force on an atom (eV/A) = 1.1
- charge = +3
- energy (Ha) = -8630.20391
- HOMO (eV) = -13.91
- HOMO-LUMO gap (eV) = 5.450
- relative energy (zero: lowest compared OMol25 entry of this formula, charge and spin) (kJ/mol) = 68.2

=====

Record 3
This record from the OMol25 dataset describes 2 unconnected molecules or ions with the total composition C4H10S2. The level of theory is ωB97M-V/def2-TZVPD.

Last column: Löwdin charge in e.
CARTESIAN COORDINATES (ANGSTROEM)
C -1.25313 -0.93220 -1.53912  -0.040
C -1.12837 -0.84406 -0.24452  -0.304
C -0.24236 -1.74854 0.58598  -0.105
H -1.59278 -0.05509 -2.10920  0.068
H -0.72561 -1.61961 -2.11403  0.032
H -1.83325 -0.18386 0.24426  0.079
H 0.47070 -1.21647 1.24673  0.043
H 0.13090 -2.44790 -0.10028  0.042
H -0.96342 -2.22654 1.39964  0.114
C 1.73370 1.53031 -0.51794  -0.432
S 0.19655 2.25337 0.25335  0.327
S 0.32530 1.63799 2.25492  0.264
H 1.22340 1.01630 -1.38790  0.024
H 2.24509 2.54631 -0.75019  0.044
H 2.36888 0.92445 0.12381  0.025
H -0.95561 1.36555 2.65450  -0.181

Cartesian forces (eV/Å) of the 6 atoms listed first:
C 0.11 2.10 -1.25
C -0.14 -0.36 1.74
C -3.21 0.70 2.62
H -0.84 -0.72 0.26
H 1.05 -1.28 -0.87
H 0.52 0.52 0.37

- multiplicity = 1
- largest force on an atom (eV/A) = 4.2
- charge = 0
- structure (SMILES) = C=CC.CSS
- energy (Ha) = -954.69561
- HOMO (eV) = -8.26
- HOMO-LUMO gap (eV) = 8.707
- relative energy (zero: lowest compared OMol25 entry of this formula, charge and spin) (kJ/mol) = 230.9

=====

Record 4
This record from the OMol25 dataset describes a molecular structure, C57H47AsIN3P2S4SeSn. The level of theory is ωB97M-V/def2-TZVPD.

Last column: Löwdin charge in e.
CARTESIAN COORDINATES (ANGSTROEM)
Sn -0.17240 -0.59252 0.76024  0.788
S 1.69045 2.38259 2.70770  0.252
P -0.17806 2.71248 2.13354  0.361
C -1.26007 1.44672 1.68718  -0.696
P -2.10920 0.62715 2.91482  0.371
S -2.06696 -1.36622 2.56992  0.220
C -3.90844 1.04192 2.87366  -0.342
C -4.39625 1.92765 1.92486  -0.100
C -5.76635 2.14788 1.79911  -0.091
C -6.65411 1.48378 2.63083  -0.110
C -6.17268 0.59291 3.58763  -0.095
C -4.80965 0.36634 3.70047  -0.110
C -1.71575 0.91609 4.68274  -0.319
C -2.44279 1.80348 5.47664  -0.099
C -2.02600 2.08962 6.77099  -0.107
C -0.87218 1.50729 7.27582  -0.105
C -0.13845 0.62639 6.48851  -0.080
C -0.55709 0.33265 5.19867  -0.084
C -0.15829 3.85008 0.67199  -0.316
C -1.23419 3.86854 -0.21262  -0.104
C -1.24871 4.74036 -1.29634  -0.094
C -0.17921 5.60025 -1.51036  -0.113
C 0.90634 5.57768 -0.64253  -0.105
C 0.91757 4.70521 0.43873  -0.105
C -0.95141 3.85472 3.36746  -0.317
C -2.21616 4.38920 3.11518  -0.088
C -2.83840 5.21126 4.04541  -0.094
C -2.20333 5.50692 5.24680  -0.114
C -0.94817 4.97444 5.50729  -0.107
C -0.32618 4.15148 4.57341  -0.117
H -3.68516 2.42454 1.27397  0.069
H -6.13968 2.82690 1.03951  0.096
H -7.72148 1.64390 2.52769  0.090
H -6.86477 0.06547 4.23430  0.093
H -4.42735 -0.35367 4.41545  0.102
H -3.33610 2.26964 5.08089  0.101
H -2.59347 2.78652 7.37811  0.097
H -0.53590 1.74946 8.27831  0.091
H 0.76544 0.17123 6.87787  0.100
H 0.00584 -0.35374 4.57604  0.075
H -2.04371 3.16424 -0.05595  0.073
H -2.08566 4.72860 -1.98595  0.096
H -0.18600 6.27604 -2.36032  0.091
H 1.75330 6.23327 -0.81512  0.093
H 1.76765 4.66539 1.10998  0.067
H -2.71546 4.15361 2.18212  0.086
H -3.82002 5.62138 3.83299  0.095
H -2.68975 6.14770 5.97536  0.090
H -0.45033 5.19198 6.44678  0.097
H 0.65060 3.72536 4.76748  0.053
C -3.56158 0.10604 -1.31198  -0.063
C -2.49189 0.82070 -2.07367  -0.618
N -1.26780 0.94290 -1.69127  0.063
C -0.48764 1.63379 -2.59151  -0.339
C -1.14236 2.03886 -3.71053  -0.377
S -2.78760 1.56264 -3.63338  1.001
C 0.93146 1.87840 -2.27685  -0.325
C 1.74515 2.75303 -2.92259  -0.362
S 3.31815 2.69732 -2.25013  1.012
C 2.78697 1.48246 -1.11386  -0.635
N 1.53766 1.17659 -1.24928  0.076
C 3.73539 0.86707 -0.14021  -0.085
H -3.24252 0.00251 -0.27456  0.057
H -3.69130 -0.89984 -1.71658  0.061
H -4.51468 0.63580 -1.35851  0.073
H -0.75944 2.58243 -4.56164  0.066
H 1.50700 3.42168 -3.73577  0.070
H 4.76861 1.13210 -0.36877  0.073
H 3.62954 -0.21855 -0.16893  0.022
H 3.48333 1.19633 0.86994  0.027
I 3.09385 -2.50926 1.86214  0.552
C 1.36255 -1.32730 2.43455  -0.910
H 0.84887 -1.99200 3.13116  -0.100
H 1.80062 -0.49617 2.98664  -0.122
Se -1.26357 -3.03010 -1.48573  0.478
C -2.78233 -3.46704 -2.51978  -0.719
C -2.97757 -2.92356 -3.80250  -0.151
C -4.10396 -3.26401 -4.53250  -0.196
N -5.06574 -4.09119 -4.10430  0.003
C -4.88468 -4.59703 -2.87738  -0.203
C -3.79577 -4.32780 -2.06658  -0.145
H -2.23251 -2.24743 -4.20746  0.084
H -4.25162 -2.85207 -5.52802  0.087
H -5.67021 -5.26326 -2.52914  0.083
H -3.71388 -4.76817 -1.08045  0.082
C 0.16000 -2.59666 -6.75607  -0.117
C 0.03947 -3.64584 -5.85136  -0.100
C 0.57386 -3.53535 -4.57373  -0.126
C 1.23564 -2.37374 -4.18143  -0.376
C 1.34843 -1.32672 -5.09292  -0.115
C 0.82039 -1.43666 -6.37353  -0.108
As 1.83976 -2.10573 -2.33007  1.287
C 3.68943 -1.60026 -2.75024  -0.309
C 4.15712 -0.33611 -3.08713  -0.146
C 5.52138 -0.10081 -3.20542  -0.101
C 6.42536 -1.13009 -2.95880  -0.099
C 5.96736 -2.39304 -2.60585  -0.038
C 4.59950 -2.63566 -2.50170  -0.193
C 3.97551 -3.91476 -2.09777  -0.205
C 4.66857 -5.08190 -1.79068  -0.046
C 3.97558 -6.21526 -1.39106  -0.102
C 2.58958 -6.18267 -1.28252  -0.092
C 1.89144 -5.01344 -1.56175  -0.113
C 2.57718 -3.88324 -1.98585  -0.329
H -0.26821 -2.67921 -7.74843  0.088
H -0.49141 -4.54814 -6.13314  0.099
H 0.44925 -4.34593 -3.86696  0.080
H 1.84998 -0.41106 -4.80032  0.085
H 0.91955 -0.61151 -7.07089  0.091
H 3.45836 0.48112 -3.23881  0.038
H 5.88206 0.88662 -3.47203  0.092
H 7.49073 -0.94164 -3.02145  0.090
H 6.68028 -3.18235 -2.39328  0.096
H 5.75168 -5.10494 -1.84428  0.095
H 4.51921 -7.12036 -1.14616  0.090
H 2.05131 -7.06457 -0.95817  0.095
H 0.81512 -4.97276 -1.42510  0.037

Cartesian forces (eV/Å) of the 6 atoms listed first:
Sn 0.08 0.09 0.16
S 0.16 -0.06 0.01
P -0.42 0.11 -0.55
C 0.80 -0.32 1.01
P -0.40 -0.08 -0.52
S -0.12 -0.06 0.12

- multiplicity = 1
- largest force on an atom (eV/A) = 1.3
- charge = -2
- energy (Ha) = -9789.35513
- HOMO (eV) = -1.36
- HOMO-LUMO gap (eV) = 4.997

=====

> Number 1 is which compound?

C4H9NO3

=====

> Which of these has the lowest charge?

C57H47AsIN3P2S4SeSn